Entry 1:
Below is a structure of composition C27H50IrOP2 in a non-equilibrium geometry, with properties calculated with ωB97M-V with the def2-TZVPD basis set.

ORCA input file:
```
! RIJCOSX wB97M-V def2-TZVPD def2/J DEFGRID3
* xyz 2 6
Ir 0.8262 -2.1940 0.1435
C -1.2105 -1.3377 2.5451
C -0.8239 -2.2768 1.4678
C 0.7302 -2.3090 3.3012
C -0.3304 -1.4408 3.6237
C 0.4906 -2.9142 2.0283
C -2.5438 -0.6910 2.7054
H -3.1464 -0.7321 1.7892
H -2.4050 0.3667 2.9948
H -3.1238 -1.1652 3.5227
C -0.5625 -0.8052 4.9714
H -1.6256 -0.7137 5.2274
H -0.1567 0.2122 5.0182
H -0.0877 -1.3712 5.7786
C 1.7777 -2.7316 4.2511
H 1.5012 -2.6170 5.3085
H 2.6839 -2.1352 4.1005
H 2.0472 -3.7778 4.1010
C 0.9699 -4.2471 1.6258
H 0.2204 -5.0281 1.7879
H 1.8663 -4.5197 2.1979
H 1.2142 -4.2069 0.5332
C -1.8767 -3.1254 0.8590
H -2.0763 -3.9786 1.5297
H -1.5932 -3.4807 -0.1452
H -2.7727 -2.5005 0.7975
C -2.0495 3.6166 -1.5004
C -2.6919 2.4601 -1.8936
C -2.8027 1.2635 -0.9656
C -1.3554 0.7157 -0.9479
C -0.6931 1.6393 -2.0033
C 0.4737 2.3845 -1.8269
C 0.5551 3.7215 -2.3301
C -0.7527 4.3973 -1.8275
H -3.4957 0.4878 -1.3538
H -1.4250 -0.3854 -1.1818
H -3.1220 1.5434 0.0442
H -0.9515 5.3267 -2.3779
H -2.3476 3.9571 -0.4916
H -3.3696 2.4282 -2.7497
H -0.4889 4.7508 -0.8018
H 1.3831 4.2183 -1.7845
H 1.3622 2.0163 -1.2860
H 0.6864 3.7872 -3.4166
H -0.8930 0.7288 0.0539
H 2.2073 -2.7684 -0.5014
P -0.8072 0.7455 -3.5892
C -1.1379 2.2549 -4.6338
C -2.3228 -0.1582 -3.8810
P 1.0408 -1.3865 -1.7903
C 0.6175 -0.2103 -3.8004
C 0.5844 -2.8077 -2.8019
C 2.6018 -0.4845 -1.9994
H -0.2526 2.8171 -4.9612
H -1.8164 2.9875 -4.1476
H -1.6695 1.9215 -5.5351
H -2.4522 -0.1499 -4.9734
H -3.1837 0.3346 -3.4157
H -2.1837 -1.1734 -3.5049
H 2.5728 0.2039 -2.8424
H 3.3204 -1.2573 -2.2598
H 2.9483 0.1183 -1.1606
H 1.4833 0.4859 -3.9303
H 0.5032 -0.9539 -4.6242
H 1.4728 -3.4120 -2.8737
H 0.2872 -2.4683 -3.7849
H -0.2439 -3.3565 -2.3742
C 0.6560 1.8033 2.0234
C 1.9441 1.0099 1.8132
C 3.0446 1.9679 1.3491
C 2.4176 0.5667 3.1936
O 1.7483 -0.0343 0.9427
H 0.2597 2.2164 1.0908
H 0.8705 2.6363 2.7007
H -0.1100 1.1824 2.4960
H 3.1726 2.7968 2.0559
H 3.9944 1.4312 1.2934
H 2.8262 2.3973 0.3710
H 1.6437 -0.0090 3.6997
H 3.3254 -0.0373 3.1321
H 2.6225 1.4532 3.8007
*
```

Results
Expectation value of S² = 8.824
Energy above the lowest of the compared OMol25 structures with the same formula, charge and spin = 519.1 kJ/mol
Calculated total energy = -1919.98808 a.u.
HOMO-LUMO gap (alpha / beta) = 4.524 / 5.903 eV


Entry 2:
Below is a structure of composition C16H19BMgN6S in a non-equilibrium geometry, with properties calculated with ωB97M-V with the def2-TZVPD basis set.

ORCA input file:
```
! RIJCOSX wB97M-V def2-TZVPD def2/J DEFGRID3
* xyz 0 1
H -1.7331 -1.7088 -2.0369
N 0.0699 -0.6356 -1.7628
B 2.3108 0.4906 -2.0268
N 1.0352 -0.1711 -2.6261
C 0.6953 -0.4828 -3.8906
Mg 0.2551 -0.8176 0.6180
H 1.3455 -0.2018 -4.7091
C -0.5124 -1.1791 -3.8558
H -1.0699 -1.5746 -4.6825
C -0.8597 -1.2706 -2.4965
H 3.1321 0.6970 -2.8693
C 0.3389 0.4398 2.3479
H -0.5697 0.1629 2.9009
H 0.4022 1.5189 2.2266
H 1.2230 0.0759 2.8906
N 2.7863 -0.4729 -0.8980
N 1.8674 1.8086 -1.3533
N 1.9917 -0.9192 0.1728
N 1.0506 1.7248 -0.2438
C 3.9930 -1.0424 -0.8346
C 2.1338 3.0990 -1.6463
H 4.7086 -0.8125 -1.6127
H 2.7571 3.3461 -2.4954
C 4.0614 -1.8430 0.3024
C 1.5111 3.8902 -0.6862
C 2.8113 -1.7163 0.9161
C 0.8563 2.9833 0.1716
H 4.9046 -2.4197 0.6374
H 1.5209 4.9620 -0.5983
H 2.4748 -2.1533 1.8440
H 0.2609 3.1849 1.0493
H -0.0857 -2.3349 -0.3884
S -1.8467 0.7351 0.2425
C -3.0217 0.0083 1.1944
C -3.7132 0.8244 2.1306
C -4.4732 0.2297 3.1246
C -4.6233 -1.1661 3.1566
C -4.0344 -1.9663 2.1654
C -3.2726 -1.3884 1.1542
H -3.5602 1.8998 2.0794
H -4.9428 0.8579 3.8824
H -5.2105 -1.6286 3.9502
H -4.1671 -3.0497 2.1861
H -2.8019 -1.9837 0.3692
*
```

Results
Energy above the lowest of the compared OMol25 structures with the same formula, charge and spin = 60.3 kJ/mol
Calculated total energy = -1572.67257 a.u.
HOMO-LUMO gap (alpha / beta) = 5.117 / 5.617 eV


Entry 3:
Below is a cluster of 2 separate species, C3H8NO3 in total in a non-equilibrium geometry, with properties calculated with ωB97M-V with the def2-TZVPD basis set.

ORCA input file:
```
! RIJCOSX wB97M-V def2-TZVPD def2/J DEFGRID3
* xyz -1 1
N -1.8726 -1.8624 1.6514
C -1.2261 -0.8642 0.8784
O -0.5139 -1.3260 -0.0740
O -1.4857 0.3389 1.2317
H -2.6828 -1.5460 2.1775
H -1.9259 -2.7668 1.2250
C 1.2348 1.0862 -0.2356
O 0.0635 1.8872 -0.0812
C 1.3999 0.5357 -1.6554
H 2.0933 1.7558 -0.0321
H 1.2454 0.2617 0.5243
H -0.6272 1.3084 0.3697
H 1.4326 1.3560 -2.3909
H 2.3302 -0.0565 -1.7181
H 0.5344 -0.1079 -1.8708
*
```

Results
Energy above the lowest of the compared OMol25 structures with the same formula, charge and spin = 23.7 kJ/mol
Calculated total energy = -399.66881 a.u.
HOMO-LUMO gap = 9.120 eV


Entry 4:
Below is the ion C2H7N2O2 with charge +1 in a non-equilibrium geometry, with properties calculated with ωB97M-V with the def2-TZVPD basis set.

ORCA input file:
```
! RIJCOSX wB97M-V def2-TZVPD def2/J DEFGRID3
* xyz 1 3
C 0.2170 0.1515 0.0354
C -1.0903 0.0947 -0.0046
N 1.0493 1.4141 0.0697
N 1.0042 -1.0411 -0.1359
O -1.5989 -1.1904 0.0578
O -1.8411 1.2110 -0.0661
H 0.4204 2.1971 0.2236
H 1.3463 1.6563 -0.8494
H 0.3202 -1.7714 -0.3363
H 1.4602 -1.2454 0.7301
H 1.6514 -0.8815 -0.7920
H -2.4984 -1.0956 -0.1277
H -2.7415 1.0644 -0.4196
*
```

Results
Expectation value of S² = 2.006
Energy above the lowest of the compared OMol25 structures with the same formula, charge and spin = 30.6 kJ/mol
Calculated total energy = -339.92938 a.u.
HOMO-LUMO gap (alpha / beta) = 5.387 / 9.552 eV